66
Properties=species:S:1:pos:R:3:lowdin_charge:R:1 method="wB97M-V/def2-TZVPD" orbital_gap_ev=7.44 e_tot_ha=-9678.51707 multiplicity=1 fmax_ha_per_bohr=0.004 homo_ev=-7.3
Cu -1.294 -0.716 -2.237 -0.31
Ge 1.698 -0.875 -3.722 0.53
C 2.402 0.493 -4.933 -0.35
C 2.375 1.857 -4.656 -0.11
C 2.856 2.782 -5.573 -0.09
C 3.372 2.354 -6.788 -0.10
C 3.408 0.998 -7.078 -0.09
C 2.929 0.078 -6.156 -0.13
C 1.904 -0.306 -1.853 -0.35
C 1.253 0.820 -1.342 -0.15
C 1.447 1.226 -0.027 -0.09
C 2.288 0.503 0.809 -0.09
C 2.925 -0.631 0.324 -0.09
C 2.735 -1.026 -0.995 -0.13
H 2.634 -2.093 -3.884 -0.03
H 1.981 2.216 -3.713 0.08
H 2.827 3.839 -5.339 0.10
H 3.746 3.074 -7.504 0.10
H 3.811 0.655 -8.023 0.10
H 2.965 -0.979 -6.398 0.09
H 0.571 1.382 -1.970 0.09
H 0.944 2.112 0.342 0.10
H 2.445 0.821 1.833 0.10
H 3.579 -1.203 0.972 0.10
H 3.252 -1.906 -1.364 0.09
Se -0.499 -1.398 -4.254 0.21
C -3.433 -3.599 -0.656 -0.10
C -2.942 -3.476 0.781 -0.26
C -1.441 -3.720 0.924 -0.18
C -0.578 -2.594 0.368 -0.13
N -0.623 -1.401 1.213 0.02
C -1.264 -0.235 0.982 -0.60
Se -2.396 0.226 -0.424 0.79
N -0.995 0.600 2.010 -0.02
C -1.471 1.971 2.133 -0.18
C -2.822 2.046 2.832 -0.19
C -3.413 3.452 2.799 -0.26
C -2.583 4.479 3.562 -0.11
C -0.165 -0.037 2.919 -0.16
C 0.401 0.391 4.111 0.00
C 1.228 -0.505 4.767 -0.08
C 1.475 -1.783 4.252 -0.07
C 0.902 -2.207 3.065 0.00
C 0.076 -1.306 2.409 -0.16
H -4.508 -3.429 -0.718 0.08
H -3.227 -4.595 -1.053 0.08
H -2.955 -2.871 -1.314 0.03
H -3.472 -4.197 1.409 0.11
H -3.192 -2.486 1.176 0.09
H -1.167 -4.639 0.399 0.12
H -1.185 -3.873 1.976 0.11
H -0.896 -2.303 -0.633 0.06
H 0.470 -2.886 0.298 0.13
H -1.536 2.386 1.127 0.10
H -0.703 2.521 2.677 0.12
H -2.713 1.710 3.868 0.12
H -3.499 1.346 2.336 0.10
H -4.421 3.415 3.217 0.11
H -3.526 3.765 1.757 0.11
H -2.418 4.158 4.594 0.08
H -3.084 5.446 3.593 0.07
H -1.606 4.638 3.102 0.07
H 0.210 1.377 4.512 0.11
H 1.692 -0.214 5.699 0.11
H 2.127 -2.454 4.794 0.11
H 1.100 -3.192 2.665 0.12